[1]
{
  "formula": "C2H5NO2S",
  "method": "ωB97M-V/def2-TZVPD",
  "lumo_energy_ev": 0.44,
  "orbital_gap_ev": 9.608,
  "de_lowest_kj_mol": 242.7,
  "fmax_ev_per_a": 2.9,
  "energy_ev": -18573.0540,
  "elements": ["C", "C", "N", "O", "O", "S", "H", "H", "H", "H", "H"],
  "coordinates": [[-1.413, 0.472, 0.900], [-0.278, 0.044, -0.015], [0.384, -0.999, 0.188], [2.903, -0.532, -1.462], [0.136, 1.141, -0.718], [1.751, -1.406, -1.054], [-2.158, 0.981, 0.234], [-1.852, -0.444, 1.243], [-0.957, 1.228, 1.613], [-0.665, 1.721, -0.832], [2.149, -2.206, -0.096]]
}

***

[2]
{
  "formula": "C2H5NO2S",
  "method": "ωB97M-V/def2-TZVPD",
  "lumo_energy_ev": 0.07,
  "orbital_gap_ev": 10.608,
  "de_lowest_kj_mol": 251.1,
  "smiles": "C/C=N/[SH](=O)=O",
  "fmax_ev_per_a": 3.1,
  "energy_ev": -18572.9667,
  "elements": ["C", "C", "N", "S", "O", "O", "H", "H", "H", "H", "H"],
  "coordinates": [[-1.247, 1.244, 0.723], [-0.666, 0.039, 0.000], [0.519, 0.074, -0.397], [1.573, -1.135, -0.749], [1.395, -1.611, -2.095], [1.527, -2.104, 0.328], [-1.008, 2.271, 0.380], [-0.977, 1.332, 1.796], [-2.320, 1.080, 0.578], [-1.525, -0.838, -0.077], [2.730, -0.353, -0.487]]
}

***

[3]
{
  "formula": "C2H5NO3",
  "method": "ωB97M-V/def2-TZVPD",
  "lumo_energy_ev": 0.57,
  "orbital_gap_ev": 10.792,
  "de_lowest_kj_mol": 325.3,
  "smiles": "NOC=O.C=O",
  "fmax_ev_per_a": 2.9,
  "energy_ev": -9784.8174,
  "elements": ["N", "O", "C", "O", "H", "H", "H", "C", "O", "H", "H"],
  "coordinates": [[-1.441, 0.454, 0.683], [-0.480, 0.682, -0.396], [-0.371, -0.438, -1.285], [-0.977, -1.477, -1.124], [-1.746, -0.515, 0.522], [-2.223, 1.039, 0.389], [0.201, -0.139, -2.172], [1.726, 0.116, 0.849], [2.111, -0.234, -0.275], [1.948, 1.110, 1.266], [1.252, -0.596, 1.543]]
}

***

[4]
{
  "formula": "C2H5NO3",
  "method": "ωB97M-V/def2-TZVPD",
  "lumo_energy_ev": 0.71,
  "orbital_gap_ev": 11.340,
  "de_lowest_kj_mol": 200.9,
  "smiles": "OC(O)O.C#N",
  "fmax_ev_per_a": 3.2,
  "energy_ev": -9786.1070,
  "elements": ["O", "C", "O", "O", "H", "H", "H", "H", "C", "N", "H"],
  "coordinates": [[2.161, 0.174, -0.081], [0.838, -0.158, -0.357], [0.335, -0.872, 0.682], [0.116, 1.059, -0.653], [2.742, -0.109, -0.784], [0.729, -0.768, -1.264], [0.028, -0.232, 1.425], [0.378, 1.716, 0.003], [-2.377, -0.258, 0.489], [-2.456, 0.762, -0.039], [-2.494, -1.315, 0.578]]
}

***

[5]
{
  "formula": "C2H5NO3",
  "method": "ωB97M-V/def2-TZVPD",
  "lumo_energy_ev": 0.48,
  "orbital_gap_ev": 10.488,
  "de_lowest_kj_mol": 176.2,
  "smiles": "C=NC(=O)O.O",
  "fmax_ev_per_a": 3.0,
  "energy_ev": -9786.3632,
  "elements": ["C", "N", "C", "O", "O", "H", "H", "H", "O", "H", "H"],
  "coordinates": [[-0.993, -0.945, 0.779], [-0.709, -0.697, -0.380], [-0.561, 0.187, -1.373], [-1.265, 0.320, -2.319], [0.600, 0.779, -1.306], [-0.568, -1.878, 1.204], [-1.655, -0.271, 1.426], [0.598, 1.319, -2.150], [1.352, 0.702, 1.580], [2.120, 0.771, 0.958], [1.081, -0.287, 1.582]]
}

***

[6]
{
  "formula": "C2H5NO3",
  "method": "ωB97M-V/def2-TZVPD",
  "lumo_energy_ev": [-0.18, -0.18],
  "orbital_gap_ev": [7.096, 7.093],
  "de_lowest_kj_mol": 627.1,
  "fmax_ev_per_a": 2.5,
  "energy_ev": -9781.6892,
  "elements": ["C", "C", "N", "O", "O", "O", "H", "H", "H", "H", "H"],
  "coordinates": [[0.614, -0.673, 0.550], [-0.990, 0.477, -0.421], [-0.365, 0.261, 0.840], [-1.330, -0.017, 1.738], [0.129, -0.356, -1.248], [1.894, -0.299, 0.534], [1.897, 0.620, 0.208], [0.621, 0.261, -1.808], [0.459, -1.695, 0.882], [-1.017, 1.522, -0.747], [-1.912, -0.100, -0.527]]
}

***

[7]
{
  "formula": "C2H5NO4",
  "method": "ωB97M-V/def2-TZVPD",
  "lumo_energy_ev": 0.48,
  "orbital_gap_ev": 11.067,
  "de_lowest_kj_mol": 632.1,
  "smiles": "CN(OO)C(=O)O",
  "fmax_ev_per_a": 6.0,
  "energy_ev": -11830.2411,
  "elements": ["C", "N", "O", "O", "C", "O", "O", "H", "H", "H", "H", "H"],
  "coordinates": [[-0.558, -0.698, 1.483], [0.117, 0.133, 0.530], [-1.007, 0.660, -0.491], [-0.954, 2.079, -0.684], [0.665, -0.404, -0.614], [1.037, -1.584, -0.644], [1.243, 0.492, -1.471], [-1.327, -1.321, 1.021], [-1.026, -0.038, 2.222], [0.176, -1.350, 1.969], [-0.192, 2.091, -1.297], [1.825, -0.062, -2.024]]
}

***

[8]
{
  "formula": "C2H5NO4",
  "method": "ωB97M-V/def2-TZVPD",
  "lumo_energy_ev": 0.55,
  "orbital_gap_ev": 9.155,
  "de_lowest_kj_mol": 301.2,
  "fmax_ev_per_a": 5.4,
  "energy_ev": -11833.6712,
  "elements": ["C", "C", "N", "O", "O", "O", "O", "H", "H", "H", "H", "H"],
  "coordinates": [[0.987, 0.733, -0.592], [-0.320, -0.603, 0.168], [0.381, 1.828, -0.206], [1.996, 0.332, -1.075], [-0.774, -0.075, 1.316], [-1.360, -0.827, -0.626], [0.566, -1.655, 0.435], [-0.619, 1.694, -0.091], [0.895, 2.776, -0.200], [-1.445, -0.680, 1.690], [-1.604, -1.829, -0.559], [1.298, -1.695, -0.260]]
}

***

[9]
{
  "formula": "C2H5NOS",
  "method": "ωB97M-V/def2-TZVPD",
  "lumo_energy_ev": 0.72,
  "orbital_gap_ev": 9.753,
  "de_lowest_kj_mol": 77.9,
  "smiles": "NC(=O)CS",
  "fmax_ev_per_a": 2.9,
  "energy_ev": -16527.5742,
  "elements": ["N", "C", "O", "C", "S", "H", "H", "H", "H", "H"],
  "coordinates": [[0.829, 1.330, 0.061], [1.069, -0.021, -0.017], [2.125, -0.599, 0.048], [-0.258, -0.976, -0.071], [-1.700, 0.086, -0.049], [0.066, 1.430, -0.618], [1.679, 1.861, -0.058], [-0.176, -1.715, -0.903], [0.011, -1.526, 0.851], [-2.051, 0.045, 1.230]]
}

***

[10]
{
  "formula": "C2H5NOS",
  "method": "ωB97M-V/def2-TZVPD",
  "lumo_energy_ev": -0.04,
  "orbital_gap_ev": 9.303,
  "de_lowest_kj_mol": 319.9,
  "smiles": "NCC(O)=S",
  "fmax_ev_per_a": 8.1,
  "energy_ev": -16525.0662,
  "elements": ["N", "C", "C", "O", "S", "H", "H", "H", "H", "H"],
  "coordinates": [[1.011, 0.827, 1.008], [0.061, 0.022, 0.269], [-0.325, -0.179, -1.067], [-1.245, -1.358, -0.958], [0.189, 0.494, -2.361], [0.902, 1.618, 0.520], [2.102, 0.449, 0.974], [-0.948, 0.358, 0.869], [0.002, -0.988, 0.785], [-1.749, -1.243, -0.038]]
}

***

[11]
{
  "formula": "C2H5NOS",
  "method": "ωB97M-V/def2-TZVPD",
  "lumo_energy_ev": 0.44,
  "orbital_gap_ev": 9.805,
  "de_lowest_kj_mol": 270.8,
  "fmax_ev_per_a": 5.4,
  "energy_ev": -16525.5744,
  "elements": ["C", "C", "N", "O", "S", "H", "H", "H", "H", "H"],
  "coordinates": [[0.664, 1.568, -0.356], [0.207, -1.071, 0.309], [0.071, 0.508, -0.838], [1.535, 1.556, 0.482], [-1.213, -2.034, 0.157], [0.292, 2.635, -0.614], [0.900, -1.732, -0.311], [0.592, -0.707, 1.389], [-0.946, 0.571, -1.174], [-2.102, -1.294, 0.956]]
}

***

[12]
{
  "formula": "C2H5NOS",
  "method": "ωB97M-V/def2-TZVPD",
  "lumo_energy_ev": 0.46,
  "orbital_gap_ev": 9.102,
  "de_lowest_kj_mol": 231.7,
  "smiles": "NC=S.C=O",
  "fmax_ev_per_a": 4.1,
  "energy_ev": -16525.9800,
  "elements": ["N", "C", "S", "H", "H", "H", "C", "O", "H", "H"],
  "coordinates": [[-0.907, -1.359, 0.349], [-1.261, -0.217, -0.345], [-2.390, 0.833, 0.039], [-0.710, -2.116, -0.267], [-1.690, -1.526, 0.975], [-0.592, -0.068, -1.070], [1.944, 1.045, 0.148], [1.580, -0.037, -0.190], [1.509, 1.662, 1.021], [2.519, 1.782, -0.660]]
}

***

[13]
{
  "formula": "C2H5NOS",
  "method": "ωB97M-V/def2-TZVPD",
  "lumo_energy_ev": 0.83,
  "orbital_gap_ev": 9.372,
  "de_lowest_kj_mol": 207.8,
  "smiles": "CO/C=N\\S",
  "fmax_ev_per_a": 3.1,
  "energy_ev": -16526.2282,
  "elements": ["C", "O", "C", "N", "S", "H", "H", "H", "H", "H"],
  "coordinates": [[0.304, 2.337, 0.813], [-0.037, 1.165, 0.113], [0.022, 0.124, 0.904], [0.007, -1.068, 0.515], [-0.155, -1.514, -1.120], [0.968, 1.967, 1.574], [-0.644, 2.786, 1.168], [0.805, 3.016, 0.070], [0.165, 0.227, 2.062], [-0.518, -0.385, -1.770]]
}

***

[14]
{
  "formula": "C2H5NOS",
  "method": "ωB97M-V/def2-TZVPD",
  "lumo_energy_ev": 0.77,
  "orbital_gap_ev": 8.976,
  "de_lowest_kj_mol": 291.5,
  "smiles": "CC(=S)NO",
  "fmax_ev_per_a": 4.8,
  "energy_ev": -16525.3597,
  "elements": ["C", "C", "S", "N", "O", "H", "H", "H", "H", "H"],
  "coordinates": [[0.149, 0.199, 1.481], [0.253, -0.015, -0.103], [1.848, -0.402, -0.494], [-0.715, -0.092, -0.992], [-0.455, -0.599, -2.212], [-0.264, -0.623, 2.067], [1.088, 0.365, 1.751], [-0.388, 1.050, 1.871], [-1.714, 0.055, -0.801], [0.198, 0.064, -2.570]]
}

***

[15]
{
  "formula": "C2H5NOS",
  "method": "ωB97M-V/def2-TZVPD",
  "lumo_energy_ev": 0.73,
  "orbital_gap_ev": 10.379,
  "de_lowest_kj_mol": 120.5,
  "smiles": "CC(=O)NS",
  "fmax_ev_per_a": 4.4,
  "energy_ev": -16527.1327,
  "elements": ["C", "C", "O", "N", "S", "H", "H", "H", "H", "H"],
  "coordinates": [[0.869, 1.396, 0.021], [1.045, -0.069, 0.007], [2.053, -0.803, -0.004], [-0.221, -0.773, 0.048], [-1.680, 0.011, -0.089], [0.495, 1.858, -0.925], [1.845, 2.102, 0.114], [0.159, 1.615, 0.799], [-0.072, -1.750, -0.244], [-1.906, -0.136, 1.211]]
}

***

[16]
{
  "formula": "C2H5NOS",
  "method": "ωB97M-V/def2-TZVPD",
  "lumo_energy_ev": 0.51,
  "orbital_gap_ev": 9.170,
  "de_lowest_kj_mol": 357.9,
  "smiles": "CC(=S)NO",
  "fmax_ev_per_a": 6.7,
  "energy_ev": -16524.6720,
  "elements": ["C", "C", "S", "N", "O", "H", "H", "H", "H", "H"],
  "coordinates": [[-0.784, -0.209, 1.290], [0.273, -0.217, 0.021], [0.901, -1.682, -0.541], [0.413, 0.754, -0.777], [1.270, 0.732, -1.818], [-1.237, -1.310, 1.037], [-0.229, -0.227, 2.298], [-1.604, 0.766, 1.127], [-0.257, 1.631, -0.672], [1.254, -0.237, -1.964]]
}

***

[17]
{
  "formula": "C2H5NOS",
  "method": "ωB97M-V/def2-TZVPD",
  "lumo_energy_ev": 0.82,
  "orbital_gap_ev": 9.276,
  "de_lowest_kj_mol": 51.3,
  "smiles": "COC(N)=S",
  "fmax_ev_per_a": 2.3,
  "energy_ev": -16527.8492,
  "elements": ["C", "O", "C", "N", "S", "H", "H", "H", "H", "H"],
  "coordinates": [[-1.461, -0.674, 0.019], [-0.566, 0.399, -0.038], [0.721, 0.108, -0.042], [1.485, 1.194, 0.029], [1.441, -1.422, -0.001], [-2.426, -0.234, 0.051], [-1.380, -1.291, -0.884], [-1.317, -1.311, 0.879], [1.021, 2.076, 0.077], [2.482, 1.155, -0.090]]
}

***

[18]
{
  "formula": "C2H5NOS2",
  "method": "ωB97M-V/def2-TZVPD",
  "lumo_energy_ev": 0.58,
  "orbital_gap_ev": 9.594,
  "de_lowest_kj_mol": 58.8,
  "smiles": "N=C=O.SCS",
  "fmax_ev_per_a": 3.6,
  "energy_ev": -27362.4474,
  "elements": ["N", "C", "O", "H", "S", "C", "S", "H", "H", "H", "H"],
  "coordinates": [[2.891, -0.651, 0.425], [2.370, 0.438, 0.266], [2.137, 1.524, -0.020], [2.641, -1.553, 0.044], [-2.346, 0.224, 0.697], [-0.567, 0.247, 0.079], [-0.228, -1.342, -0.760], [-2.180, -0.699, 1.588], [-0.536, 1.056, -0.593], [0.021, 0.272, 0.985], [-1.029, -1.030, -1.745]]
}

***

[19]
{
  "formula": "C2H5NS",
  "method": "ωB97M-V/def2-TZVPD",
  "lumo_energy_ev": [-0.04, 0.35],
  "orbital_gap_ev": [8.581, 7.947],
  "de_lowest_kj_mol": 495.4,
  "fmax_ev_per_a": 0.7,
  "energy_ev": -14475.2027,
  "elements": ["C", "C", "N", "S", "H", "H", "H", "H", "H"],
  "coordinates": [[-2.354, 0.038, 0.031], [0.629, -0.305, -0.046], [1.672, 0.305, -0.039], [3.339, -0.061, 0.028], [-2.397, -0.701, -0.738], [-2.384, -0.265, 1.057], [0.271, -1.313, -0.049], [-2.448, 1.071, -0.213], [3.673, 1.232, -0.031]]
}

***

[20]
{
  "formula": "C2H5NS",
  "method": "ωB97M-V/def2-TZVPD",
  "multiplicity": 3,
  "lumo_energy_ev": [1.10, -1.95],
  "orbital_gap_ev": [5.510, 8.417],
  "de_lowest_kj_mol": 265.0,
  "fmax_ev_per_a": 4.6,
  "energy_ev": -14473.9750,
  "elements": ["C", "C", "N", "S", "H", "H", "H", "H", "H"],
  "coordinates": [[0.611, -0.491, 0.124], [0.262, 0.938, 0.131], [-0.667, 0.071, -0.604], [-2.120, -0.207, 0.140], [1.279, -0.817, -0.679], [0.416, -1.085, 1.046], [0.086, 1.539, 1.071], [0.630, 1.606, -0.613], [-2.526, 1.019, -0.236]]
}